Entry from OMol25: a structure of composition C20H33MoN2O9P4 in a non-equilibrium geometry (ωB97M-V/def2-TZVPD).

CARTESIAN COORDINATES (ANGSTROEM)
O (-0.937, -3.844, -4.624)
O (0.567, -4.038, -0.070)
H (3.434, 6.013, 0.497)
H (-4.603, -0.560, -0.012)
H (-0.676, 5.419, -0.620)
H (1.249, 6.919, -0.229)
P (-1.936, 0.622, -0.432)
H (-3.542, -1.274, 1.217)
C (0.945, -0.214, 3.229)
H (-4.656, 2.379, 1.271)
O (2.434, -0.960, -2.355)
H (-1.985, 0.688, -2.812)
C (-0.418, 1.521, -0.114)
H (-1.826, 2.009, 2.180)
O (0.557, -1.987, -3.822)
Mo (-0.183, -2.322, -0.731)
H (-2.820, 2.067, -2.025)
H (-0.793, -2.514, 3.178)
H (1.537, -2.908, 3.631)
H (-3.344, 1.510, 2.910)
O (2.503, -4.272, -1.052)
H (2.866, -2.112, 2.805)
H (3.737, 3.584, 0.853)
O (-0.836, -3.129, -2.228)
P (-0.961, -2.566, -3.779)
H (0.701, -0.575, 4.234)
C (0.833, 0.990, 0.311)
H (0.246, 0.583, 2.974)
H (-1.344, -3.857, -5.511)
C (-0.570, -1.989, 2.248)
C (0.857, -1.403, 2.280)
C (3.128, -0.775, 0.458)
C (-4.089, -0.374, 0.934)
H (-0.701, -2.750, 1.476)
N (-0.599, 2.805, -0.318)
C (0.283, 5.034, -0.300)
C (-4.002, 2.117, 0.438)
H (3.415, -4.711, -2.868)
N (1.850, 1.792, 0.508)
H (3.429, -0.307, -0.470)
C (3.611, -4.032, -2.048)
H (3.496, -0.193, 1.301)
C (-2.642, 0.991, -2.005)
C (1.351, 5.851, -0.082)
C (-3.189, 0.875, 0.883)
O (-1.393, -0.936, -0.485)
H (-4.638, 1.922, -0.424)
H (-1.331, -1.239, 2.083)
H (1.952, 0.207, 3.270)
C (0.439, 3.647, -0.100)
P (0.991, -1.077, -2.556)
P (1.335, -0.772, 0.572)
H (-4.858, -0.210, 1.690)
H (-3.589, 0.454, -2.090)
H (1.892, -3.339, 1.975)
C (2.787, 3.995, 0.537)
C (2.608, 5.330, 0.337)
C (1.859, -2.502, 2.670)
C (1.475, -3.618, -0.843)
H (3.615, -3.003, -2.350)
O (0.222, 0.280, -2.741)
H (3.512, -1.793, 0.513)
H (0.526, 0.800, -3.509)
H (-2.074, 0.331, 2.717)
H (4.504, -4.324, -1.517)
H (-3.371, 2.987, 0.236)
O (-1.994, -1.553, -3.856)
C (-2.545, 1.188, 2.240)
C (1.695, 3.123, 0.323)

- E_tot (Ha) = -3001.44014
- total charge = +3
- Kohn-Sham gap (eV) = 5.507

***

Entry from OMol25: the molecule C19H22N2O3S (ωB97M-V/def2-TZVPD).

CARTESIAN COORDINATES (ANGSTROEM)
O (3.689, -4.673, -0.657)
H (-6.339, 5.405, -0.524)
C (1.563, 0.629, -0.392)
H (0.689, -2.482, 2.119)
H (-0.530, -1.965, -0.902)
O (-0.669, 1.510, 1.362)
C (0.415, -0.138, -0.383)
C (-2.961, 1.997, -0.667)
C (4.687, -2.503, -0.676)
H (-1.189, 1.574, -1.545)
H (3.831, -2.584, -2.647)
O (-1.820, -0.612, 0.919)
H (-5.648, 2.258, 1.356)
C (-4.324, 3.881, -1.278)
H (-6.621, 4.588, 1.021)
C (2.849, -2.120, 1.737)
C (2.722, 0.100, -0.932)
H (3.632, 0.682, -0.929)
H (4.700, -1.076, -2.297)
C (-4.964, 2.495, 0.553)
H (2.556, -3.266, 3.617)
H (-4.498, 4.732, -1.921)
H (3.077, -1.555, 3.878)
C (2.731, -1.189, -1.457)
C (2.615, -2.267, 3.212)
H (3.455, -1.292, 1.400)
H (1.554, -2.923, -1.890)
H (-3.661, 0.849, 0.989)
C (-3.202, 3.099, -1.481)
H (5.598, -2.998, -1.012)
N (-1.848, 1.174, -0.893)
H (-2.509, 3.339, -2.276)
C (3.765, -3.579, -0.130)
H (1.539, 1.611, 0.055)
S (-1.045, 0.486, 0.429)
C (-6.442, 4.436, -0.041)
H (2.403, -4.068, 1.229)
C (-3.853, 1.699, 0.356)
C (1.550, -1.927, -1.475)
H (-7.318, 3.939, -0.460)
C (1.502, -1.802, 2.318)
C (0.390, -1.404, -0.934)
N (2.997, -3.297, 0.947)
H (4.945, -1.765, 0.081)
C (4.019, -1.823, -1.888)
C (-5.220, 3.595, -0.258)
H (1.187, -0.771, 2.366)

- E_tot (Ha) = -1470.61522
- structure (SMILES) = Cc1ccc(NS(=O)(=O)c2ccc(CCC(=O)NC3CC3)cc2)cc1
- Kohn-Sham gap (eV) = 8.732

***

Entry from OMol25: the molecule C4H9NOS in a non-equilibrium geometry (ωB97M-V/def2-TZVPD).

CARTESIAN COORDINATES (ANGSTROEM)
H (2.609, 0.934, -1.620)
N (1.317, -0.489, -0.649)
H (3.424, -0.445, -0.948)
S (-2.297, 0.940, 1.935)
H (-2.497, 0.743, -0.453)
H (-0.935, -1.387, 1.006)
C (2.595, 0.248, -0.760)
H (2.734, 0.819, 0.134)
C (0.248, 0.086, -0.032)
H (-3.182, -0.602, 0.444)
H (-1.099, 1.540, 1.764)
H (1.275, -1.477, -0.925)
O (0.344, 1.227, 0.379)
C (-1.063, -0.763, 0.118)
H (-1.156, -1.409, -0.750)
C (-2.316, 0.034, 0.357)

- E_tot (Ha) = -686.00268
- structure (SMILES) = CNC(=O)CCS
- Kohn-Sham gap (eV) = 9.457

***

Entry from OMol25: a cluster of 2 separate species, C2HFO3S in total in a non-equilibrium geometry (ωB97M-V/def2-TZVPD).

CARTESIAN COORDINATES (ANGSTROEM)
O (0.081, 1.676, -0.493)
C (-0.988, -0.727, 0.388)
S (1.008, 1.104, -1.455)
F (1.377, -0.810, 0.798)
C (0.087, -0.645, 1.133)
H (0.027, -0.165, 2.079)
O (0.449, 0.113, -2.358)
O (-2.041, -0.545, -0.093)

- E_tot (Ha) = -800.49642
- Kohn-Sham gap (eV) = 7.982

***

Entry from OMol25: a cluster of 2 separate species, C5H11NO in total in a non-equilibrium geometry (ωB97M-V/def2-TZVPD).

CARTESIAN COORDINATES (ANGSTROEM)
C (-1.934, 1.141, -0.196)
N (-1.308, -1.194, -0.803)
H (1.509, 0.311, 1.901)
H (-1.307, 1.949, 0.177)
C (-1.214, -0.172, -0.044)
H (2.832, -1.154, -0.832)
H (-2.844, 1.128, 0.403)
H (-1.689, -0.991, -1.721)
H (1.351, 0.910, -1.109)
H (-0.734, -1.390, 1.353)
C (1.268, 0.849, 0.996)
H (-2.191, 1.328, -1.237)
C (1.818, -1.127, -0.433)
H (1.769, -1.696, 0.494)
O (-0.969, -0.449, 1.317)
C (1.336, 0.276, -0.230)
H (1.131, 1.912, 1.116)
H (1.174, -1.633, -1.155)

- E_tot (Ha) = -327.05044
- structure (SMILES) = [H]/N=C(\C)O.C=CC
- Kohn-Sham gap (eV) = 10.048

***

Entry from OMol25: a cluster of 2 separate species, C4H3NO6 in total in a non-equilibrium geometry (ωB97M-V/def2-TZVPD).

CARTESIAN COORDINATES (ANGSTROEM)
C (-0.678, 0.631, 0.666)
O (-0.471, -1.669, 1.276)
H (0.233, -0.641, -1.660)
C (1.258, -0.120, -3.579)
H (-0.662, 0.744, -0.425)
O (-0.715, 1.874, 2.830)
O (-1.259, 3.013, 0.943)
N (-0.535, -0.348, 1.488)
O (2.166, -0.216, -1.319)
C (1.198, -0.277, -2.028)
O (2.272, -0.729, -4.004)
C (-0.947, 1.982, 1.588)
H (-0.600, -0.022, 2.460)
O (0.483, 0.512, -4.327)

- E_tot (Ha) = -660.38376
- total charge = -2
- Kohn-Sham gap (eV) = 8.129

***

Entry from OMol25: a structure of composition C16H42GaN2O4 in a non-equilibrium geometry (ωB97M-V/def2-TZVPD).

CARTESIAN COORDINATES (ANGSTROEM)
H (3.287, 0.559, 0.020)
H (-1.694, -0.627, -1.214)
H (-4.836, -2.904, 0.981)
C (-3.827, -2.807, 0.566)
H (-2.105, 1.602, -1.175)
H (1.149, -2.385, 0.711)
H (-3.239, -3.547, 1.114)
H (0.125, 3.595, 1.172)
H (-1.579, 4.269, -2.560)
C (4.124, -2.782, 3.289)
Ga (5.168, -0.608, -0.845)
H (4.367, -3.082, -0.240)
H (-1.157, -2.296, -0.956)
C (2.850, -1.999, 2.802)
C (-4.043, -0.367, 0.279)
H (1.924, -2.549, 3.062)
H (-1.128, 2.524, 0.658)
O (2.949, -1.615, 1.454)
H (-5.989, 0.547, 0.183)
C (2.245, -2.488, 0.590)
N (-3.334, -1.477, 0.889)
H (-1.426, -2.102, 1.470)
H (-4.515, -4.095, -1.023)
H (2.832, -1.058, 3.394)
H (0.519, 5.575, -0.010)
H (5.132, -3.192, 1.670)
O (4.127, 0.884, -0.296)
H (-3.893, -0.332, -0.809)
H (-6.047, -1.209, 0.099)
H (-0.278, 5.876, -1.523)
C (0.265, 5.104, -0.964)
H (-5.727, -0.405, 1.647)
H (-3.176, 3.014, -1.098)
H (2.534, -3.554, 0.675)
C (-1.202, -1.302, -0.512)
C (-1.220, 3.445, -1.935)
H (2.274, 4.256, -1.102)
O (4.602, -3.677, 2.306)
C (-3.883, -3.210, -0.910)
H (1.809, 2.418, -0.138)
H (3.794, -3.382, 4.160)
H (1.377, 4.210, -2.627)
C (-5.538, -0.367, 0.572)
H (-0.170, -0.960, -0.401)
C (3.981, -2.319, -0.950)
O (2.559, -2.082, -0.718)
H (0.822, 1.201, 0.645)
H (-3.638, 0.567, 0.679)
H (-2.900, -3.471, -1.298)
C (-2.403, 2.517, -1.689)
H (4.928, -2.078, 3.571)
H (6.218, -0.895, 0.366)
H (-4.309, -2.427, -1.541)
C (-1.885, -1.321, 0.857)
H (-1.641, -0.384, 1.371)
C (-0.237, 3.049, 0.296)
H (-2.847, 2.224, -2.643)
H (-0.467, 2.908, -2.528)
H (4.100, -2.706, -1.989)
C (1.557, 4.792, -1.722)
H (0.585, 1.537, -1.064)
H (5.947, -0.347, -2.223)
N (-0.660, 4.006, -0.718)
C (0.804, 2.001, -0.101)
H (2.037, 5.726, -2.026)

- E_tot (Ha) = -2970.02017
- total charge = -1
- Kohn-Sham gap (eV) = 6.756

***

Entry from OMol25: the molecule ClHNO2P in a non-equilibrium geometry (ωB97M-V/def2-TZVPD).

CARTESIAN COORDINATES (ANGSTROEM)
O (2.355, 1.148, 1.618)
Cl (0.136, 2.401, -1.027)
P (1.026, 0.343, -0.639)
O (0.755, -0.303, 1.964)
H (-0.265, 0.208, -0.218)
N (1.422, 0.442, 1.270)

- E_tot (Ha) = -1007.26594
- structure (SMILES) = O=[N+]([O-])PCl
- Kohn-Sham gap (eV) = 9.439

***

Please write out number 1 again, unchanged.
Entry from OMol25: a structure of composition C20H33MoN2O9P4 in a non-equilibrium geometry (ωB97M-V/def2-TZVPD).

CARTESIAN COORDINATES (ANGSTROEM)
O (-0.937, -3.844, -4.624)
O (0.567, -4.038, -0.070)
H (3.434, 6.013, 0.497)
H (-4.603, -0.560, -0.012)
H (-0.676, 5.419, -0.620)
H (1.249, 6.919, -0.229)
P (-1.936, 0.622, -0.432)
H (-3.542, -1.274, 1.217)
C (0.945, -0.214, 3.229)
H (-4.656, 2.379, 1.271)
O (2.434, -0.960, -2.355)
H (-1.985, 0.688, -2.812)
C (-0.418, 1.521, -0.114)
H (-1.826, 2.009, 2.180)
O (0.557, -1.987, -3.822)
Mo (-0.183, -2.322, -0.731)
H (-2.820, 2.067, -2.025)
H (-0.793, -2.514, 3.178)
H (1.537, -2.908, 3.631)
H (-3.344, 1.510, 2.910)
O (2.503, -4.272, -1.052)
H (2.866, -2.112, 2.805)
H (3.737, 3.584, 0.853)
O (-0.836, -3.129, -2.228)
P (-0.961, -2.566, -3.779)
H (0.701, -0.575, 4.234)
C (0.833, 0.990, 0.311)
H (0.246, 0.583, 2.974)
H (-1.344, -3.857, -5.511)
C (-0.570, -1.989, 2.248)
C (0.857, -1.403, 2.280)
C (3.128, -0.775, 0.458)
C (-4.089, -0.374, 0.934)
H (-0.701, -2.750, 1.476)
N (-0.599, 2.805, -0.318)
C (0.283, 5.034, -0.300)
C (-4.002, 2.117, 0.438)
H (3.415, -4.711, -2.868)
N (1.850, 1.792, 0.508)
H (3.429, -0.307, -0.470)
C (3.611, -4.032, -2.048)
H (3.496, -0.193, 1.301)
C (-2.642, 0.991, -2.005)
C (1.351, 5.851, -0.082)
C (-3.189, 0.875, 0.883)
O (-1.393, -0.936, -0.485)
H (-4.638, 1.922, -0.424)
H (-1.331, -1.239, 2.083)
H (1.952, 0.207, 3.270)
C (0.439, 3.647, -0.100)
P (0.991, -1.077, -2.556)
P (1.335, -0.772, 0.572)
H (-4.858, -0.210, 1.690)
H (-3.589, 0.454, -2.090)
H (1.892, -3.339, 1.975)
C (2.787, 3.995, 0.537)
C (2.608, 5.330, 0.337)
C (1.859, -2.502, 2.670)
C (1.475, -3.618, -0.843)
H (3.615, -3.003, -2.350)
O (0.222, 0.280, -2.741)
H (3.512, -1.793, 0.513)
H (0.526, 0.800, -3.509)
H (-2.074, 0.331, 2.717)
H (4.504, -4.324, -1.517)
H (-3.371, 2.987, 0.236)
O (-1.994, -1.553, -3.856)
C (-2.545, 1.188, 2.240)
C (1.695, 3.123, 0.323)

- E_tot (Ha) = -3001.44014
- total charge = +3
- Kohn-Sham gap (eV) = 5.507

***

- Which formula does entry 8 have?
  ClHNO2P